206
Properties=species:S:1:pos:R:3:forces:R:3:mulliken_spin:R:1 method="wB97M-V/def2-TZVPD" orbital_gap_ev="10.137 / 8.367" lumo_energy_ev="-0.035 / -1.130" multiplicity=3 mol_weight_g_mol=1982.8 e_tot_ha=-10626.9878
Pt 1.59763 -0.83113 -3.06622 -0.3 -3.3 -0.7 1.654
S 6.46197 -0.72448 0.97686 2.4 -0.5 -0.5 0.000
S 2.21913 -4.04680 -1.28541 -0.3 0.3 -1.8 0.017
S 3.40897 2.28771 -3.21587 -4.1 -0.1 -0.1 0.006
S -4.87217 1.18330 -1.47712 -0.8 -0.6 1.9 0.000
S -1.01392 -1.74224 4.88816 -1.6 -0.5 2.1 0.000
S -2.26226 -3.68070 -2.69876 2.0 -0.6 1.5 -0.002
S -0.34047 1.74019 -4.71990 -1.5 0.8 2.3 0.014
S 3.61770 -1.12655 7.19739 -0.8 -1.8 0.3 0.000
S 0.54737 -3.06530 -5.88234 -0.5 0.0 -1.4 0.027
S -2.82731 4.67575 4.49636 0.1 0.0 -0.7 0.000
S 2.42754 3.98855 4.08495 1.8 -0.6 1.3 0.000
S -1.36848 -6.56955 3.49950 -0.5 2.3 -0.5 0.000
S -4.71074 6.90605 -1.80463 1.3 0.7 -0.4 0.000
F 3.09973 -0.39829 -5.17077 -0.4 0.1 -1.0 0.007
F 1.64997 -0.60193 -0.88089 2.4 -1.0 1.6 0.047
F 3.82169 -2.59150 -4.89959 -0.1 -0.4 -0.9 -0.004
F 0.81609 1.42757 -0.91183 0.3 2.3 0.9 0.009
F 3.74647 -1.22771 -3.20688 0.6 0.0 1.6 0.071
F -0.20891 -0.21917 0.30712 -0.7 -0.1 0.6 0.001
F 5.27967 -0.84707 -4.86408 1.0 0.5 0.0 0.001
F -0.13427 -0.14725 -1.98624 -3.2 -1.1 -1.5 0.038
O -1.70322 1.05487 -5.40640 3.4 0.3 1.7 0.000
O -0.92989 -7.78852 4.08899 0.3 -0.2 0.1 0.000
O 3.63405 -4.56433 -1.89674 -2.8 2.4 -0.7 0.002
O 4.46984 2.85761 -2.45385 0.7 -0.6 -0.4 0.002
O -4.27329 2.29398 -2.21185 -1.3 -0.8 1.1 0.000
O 1.89166 -2.86274 -2.11149 0.3 -3.1 1.8 -0.028
O -3.92966 5.18143 3.65092 2.0 -1.3 1.7 0.000
O -2.35972 3.16139 3.94494 -0.3 2.1 2.7 0.000
O -6.39551 0.97054 -2.10109 2.2 2.0 0.2 0.000
O -4.90293 1.14851 0.03834 -0.1 0.2 -4.6 0.000
O 6.75623 0.52297 2.05936 -2.0 -2.0 -2.0 0.000
O -5.39733 6.20927 -0.75907 0.1 0.3 -0.1 0.000
O 3.32278 4.93254 4.73138 -1.0 -0.1 -1.1 0.000
O 4.45170 -1.22480 8.39088 -1.2 0.6 -1.9 0.000
O -4.55247 8.36191 -1.76812 -0.4 -2.3 -0.2 0.000
O 1.44634 3.34058 4.93158 -0.2 1.1 -1.6 0.000
O 0.60413 -4.55152 -5.86041 0.1 3.4 0.8 0.006
O 0.14343 2.79035 -5.59424 -0.2 -1.3 0.5 0.005
O 7.71174 -0.93055 0.13867 -3.6 0.2 2.8 0.000
O 4.48303 -1.88290 5.99721 -0.7 0.6 2.4 0.000
O -3.05489 -3.45089 -3.89320 0.4 -0.1 1.7 0.000
O 2.80648 0.98744 -2.87124 2.8 4.2 0.1 0.024
O 0.07130 -2.33268 4.14000 -0.9 -0.2 0.5 0.000
O -1.01124 -2.63431 -6.24126 0.8 -0.3 1.6 0.002
O -1.22069 -2.71625 -2.27326 -1.7 -1.8 -1.5 0.012
O 1.26865 -5.18535 -1.19857 2.0 2.7 0.1 0.006
O -3.20462 -3.80739 -1.36973 0.2 -0.2 -1.4 0.000
O 1.77764 4.66959 2.70586 1.6 -1.5 2.6 0.000
O 3.04502 0.10199 6.67949 1.0 -0.7 0.6 0.000
O -3.16812 6.24325 -1.94190 -2.3 -0.4 -1.1 0.000
O -1.92096 -5.57596 4.74002 0.4 -0.6 -3.4 0.000
O 0.56630 0.68965 -4.22156 -2.4 2.6 -3.0 0.037
O -2.89174 4.51593 5.92607 -0.7 -0.2 -1.0 0.000
O -2.37546 -6.58953 2.45055 0.9 0.3 1.5 0.000
O -1.28209 -2.13070 6.32386 0.8 0.9 -3.9 0.000
O 2.09063 3.27847 -2.97229 0.3 -3.3 0.3 -0.003
O -2.41254 -1.94153 3.99907 1.0 -0.6 2.4 0.000
O 1.01774 -2.14852 -4.81048 -1.8 -2.7 -2.6 0.011
O 5.83485 -1.80854 1.78987 1.4 2.1 -2.2 0.000
C -3.71003 -1.95296 4.75504 -0.4 1.8 -1.4 0.000
C -2.52428 -3.93970 -0.07733 -0.6 -0.2 0.2 0.000
C -2.56579 -4.49398 -7.08098 -0.5 -1.3 0.2 0.000
C 3.25165 -1.50250 3.98708 -1.4 0.1 -0.4 0.000
C -2.75882 1.85692 -5.91422 -1.5 -1.5 -1.2 0.001
C -7.28258 -0.03303 -1.67769 -2.2 -0.5 -0.6 0.000
C -2.71942 2.68342 2.70540 0.0 -0.6 -2.5 0.000
C -8.75526 0.51962 -1.68505 0.8 0.7 1.4 0.000
C -1.74071 -3.26427 -7.30470 -0.1 0.2 -1.7 0.000
C -1.37634 5.76914 4.24473 -0.8 -0.3 -0.3 0.000
C -5.46091 6.42654 -3.37531 0.5 -0.1 0.9 0.000
C -3.13626 -2.90980 0.83976 0.7 -0.2 -0.3 0.000
C 4.54145 -1.27877 4.73063 -0.2 -0.3 -1.8 0.000
C 0.06098 -5.52411 2.84795 -2.5 -0.7 0.8 0.000
C 8.05001 0.53254 2.65390 -0.4 0.4 -0.5 0.000
C -1.58196 -5.50507 -2.75369 -0.8 2.3 0.0 0.000
C 2.18501 -2.35288 7.43000 1.2 1.0 -0.2 0.000
C 4.05438 -5.79492 -1.49502 1.8 -2.1 2.2 0.000
C 5.57575 -5.68101 -1.42387 0.1 -0.7 -0.7 0.000
C 1.99543 4.62464 -3.23847 2.4 1.6 -1.6 0.000
C -2.63781 -6.29759 6.83654 -0.1 0.2 1.0 0.000
C -2.66591 5.76761 -0.71564 1.3 2.2 2.2 0.000
C 2.81751 -3.48848 0.31708 -0.6 -0.5 0.0 0.002
C -1.85438 3.38805 1.65536 -0.3 -0.6 -0.6 0.000
C 1.64325 5.99861 0.95309 0.1 1.0 -1.0 0.000
C 7.85866 1.13179 3.98531 0.0 0.1 1.2 0.000
C 5.24610 0.08295 -0.08474 0.1 0.1 0.6 -0.004
C -3.38468 0.81259 -6.91235 -0.1 1.6 -0.3 0.000
C 3.59129 2.35517 -5.02301 1.5 0.5 1.2 0.001
C 3.47212 2.63647 3.46927 -0.8 0.2 -0.2 0.000
C -1.10637 2.52638 -3.18344 -0.5 -0.1 -0.9 -0.002
C -2.11353 7.07779 -0.03492 -0.8 -1.3 0.5 0.000
C -4.61908 -1.18619 3.78782 -0.8 0.3 0.1 0.000
C 2.91757 5.42529 -2.34504 -1.4 0.4 1.0 0.000
C 1.21422 -2.51225 -7.53430 0.1 -0.2 1.3 0.004
C -0.81217 0.01557 4.74914 -0.2 0.3 0.1 0.000
C -3.99315 -0.25499 -2.11114 -0.4 0.9 0.5 -0.003
C -1.47174 -5.76706 6.04168 0.1 -0.8 1.9 0.000
C 2.69984 5.47941 1.91598 -2.7 1.2 -1.1 0.000
B 0.49270 0.12329 -0.80365 -0.3 1.0 1.5 -0.019
B 4.01949 -1.25990 -4.57906 0.4 -1.1 -0.9 0.056
H 2.33152 5.34313 -1.42968 1.0 0.3 0.7 0.000
H -4.88329 6.92060 -4.15657 -0.6 0.1 -0.1 0.000
H -2.04045 -5.44788 -7.12778 0.6 0.1 1.1 0.000
H -5.63737 -1.14395 4.17435 -0.2 -0.5 0.0 0.000
H -0.81472 3.06886 1.72839 0.2 0.6 0.6 0.000
H 8.40076 -0.48953 2.79687 0.6 0.2 -0.7 0.000
H -1.80272 1.85393 -2.68244 0.6 -0.6 -0.1 0.001
H -2.51698 1.61280 2.73516 0.3 -0.1 0.0 0.000
H 2.38826 4.82032 -4.23622 -0.7 -0.1 -0.7 0.000
H -4.22301 -2.99263 0.85417 0.0 0.0 -0.2 0.000
H -3.49689 2.08151 -5.14422 0.2 -0.1 0.4 0.000
H 0.12634 -5.83210 1.80441 0.9 -0.4 0.3 0.000
H -0.04882 0.36916 5.44223 0.0 -0.2 0.1 0.000
H -1.75654 0.51108 4.97439 0.0 -0.1 0.1 0.000
H -4.12381 -2.91667 5.05195 0.8 -0.4 -0.6 0.000
H -3.71674 -1.34943 5.66268 0.9 -0.1 0.1 0.000
H -2.63766 0.40956 -7.59618 0.2 -0.1 0.4 0.000
H 2.39714 -1.20688 4.59580 0.0 0.0 0.1 0.000
H -2.79567 -1.94273 0.46981 -0.2 0.3 0.5 0.000
H 0.95288 4.92816 -3.14326 0.1 -0.1 -0.1 0.000
H 8.85044 1.39866 4.35036 -0.2 0.3 0.3 0.000
H -1.08990 -3.40804 -8.16718 0.3 -0.2 0.1 0.000
H 3.42276 4.96763 1.28070 0.3 -0.5 0.8 0.000
H -5.49187 5.34533 -3.50992 0.5 0.0 0.3 0.000
H -2.72964 -4.92051 0.35156 0.0 -0.3 -0.5 0.000
H 2.85285 1.74790 3.59195 0.0 0.0 -0.4 0.000
H -4.40905 -0.11853 3.72382 0.7 0.0 0.2 0.000
H -2.04467 4.45796 1.74013 0.5 0.1 0.1 0.000
H -0.34693 -4.51387 2.81428 0.1 0.1 0.4 0.000
H 4.09084 3.29306 -5.26575 -0.5 0.4 0.1 0.000
H 1.54239 -2.43379 6.55331 0.5 0.0 -0.3 0.000
H 1.91341 -3.31856 0.90174 0.2 0.3 0.1 0.001
H -1.82083 6.77792 0.97131 0.7 0.3 0.0 0.000
H -2.45555 -6.11108 -2.99390 0.1 0.1 0.0 0.000
H -0.36957 2.92908 -2.48841 0.3 -0.5 -0.3 -0.001
H 0.81577 -5.64782 3.62454 0.4 0.0 -0.8 0.000
H -0.51372 0.26641 3.73125 0.0 -0.3 0.0 0.000
H 8.56339 1.23729 1.99978 1.1 -0.7 0.1 0.000
H -4.64115 -1.52392 2.75170 0.1 -0.4 0.2 0.000
H 5.30631 -1.85451 4.20948 0.3 0.4 0.1 0.000
H -3.21322 -4.74982 -7.91972 -0.2 1.1 -0.6 0.000
H -2.49677 2.81046 -6.37270 0.6 -0.3 -0.2 0.000
H -1.79897 3.31994 -3.46389 0.3 0.3 -0.6 0.000
H 4.35208 2.50488 4.09892 -0.1 0.5 0.0 0.000
H 1.53572 -1.96262 8.21373 0.4 0.0 0.3 0.000
H -3.00945 0.20575 -2.02085 0.5 -1.0 0.2 0.002
H -7.36566 -0.73433 -2.50798 0.8 -0.6 0.3 0.000
H 4.78659 -0.21706 4.75841 0.2 -0.1 0.3 0.000
H -6.93472 -0.48348 -0.74807 -0.3 0.0 0.0 0.000
H 5.10808 -0.37048 -1.06630 0.1 -0.8 0.4 0.001
H -4.19080 -0.42718 -3.16915 -0.3 0.2 0.1 0.000
H -3.78174 2.72263 2.46448 -0.1 0.6 0.3 0.000
H 2.90836 6.47744 -2.62964 0.1 0.0 -0.1 0.000
H -2.77285 -3.14378 1.84040 0.0 0.5 0.1 0.000
H 1.07909 -3.41571 -8.12894 0.5 0.3 -0.1 0.000
H 7.16947 1.97567 3.95412 0.3 0.2 0.0 0.000
H -1.24901 6.38188 5.13717 -0.3 -0.2 0.1 0.000
H 3.47486 -2.62190 0.24605 -0.4 0.1 -0.4 -0.002
H 5.58894 1.08267 -0.35143 0.1 0.1 0.6 0.000
H 5.88343 -5.01628 -0.61667 -0.2 0.1 0.0 0.000
H 3.04726 -2.52981 3.68549 0.4 -0.3 0.3 0.000
H 3.71820 2.83960 2.42702 0.1 -0.2 0.1 0.000
H 4.39604 1.64147 -5.19938 -0.5 -0.6 -0.3 0.000
H 3.80574 -6.00590 -0.45494 -0.5 0.2 0.4 0.000
H -1.71190 6.39849 3.42047 0.5 0.0 -0.1 0.000
H 2.68756 -3.28338 7.69402 -0.3 0.0 0.0 0.000
H -0.60395 -6.41766 6.15013 0.1 -0.1 -0.5 0.000
H -9.50115 -0.18281 -1.31312 0.3 -0.6 -0.5 0.000
H 2.11486 6.74387 0.31256 0.0 -0.1 -0.4 0.000
H 7.41900 0.39961 4.66258 0.1 0.0 0.1 0.000
H 0.80794 6.53748 1.40027 0.2 -0.2 0.6 0.000
H -2.05407 3.14592 0.61153 -0.7 -0.3 0.0 0.000
H -4.22025 -1.12959 -1.50155 0.4 0.1 0.0 0.000
H -9.02962 0.92352 -2.65957 0.1 -0.3 0.0 0.000
H -1.44669 -3.82228 -0.19180 -0.1 0.2 -0.1 0.000
H -3.26101 -4.39122 -6.24778 0.4 -0.2 0.3 0.000
H -2.43592 -2.51498 -7.68331 0.1 0.5 0.5 0.000
H -6.49602 6.71481 -3.19214 0.1 0.5 -0.5 0.000
H -3.36096 5.26606 -0.04225 -0.6 0.3 -0.5 0.000
H -2.97759 -7.31694 6.65332 0.1 0.1 -0.6 0.000
H -1.20362 -4.81606 6.50191 0.1 0.3 -0.5 0.000
H 3.10387 -0.95222 3.05786 0.6 0.4 0.0 0.000
H -2.37867 -6.28315 7.89519 0.0 0.1 0.2 0.000
H -1.19148 -5.69866 -1.75462 0.1 0.0 -0.2 0.000
H -3.91874 0.01082 -6.40241 0.2 0.1 0.1 0.000
H -4.06752 1.34559 -7.57398 -0.4 0.0 0.1 0.000
H -1.83890 5.05882 -0.75771 0.0 0.0 -1.2 0.000
H -0.81992 -5.51656 -3.53296 0.0 0.0 0.1 0.000
H -1.35735 7.55459 -0.65858 0.3 -0.3 0.3 0.000
H 3.59205 -6.65237 -1.98404 0.3 0.3 -0.9 0.000
H 2.23162 -2.14462 -7.40066 0.1 -0.6 0.0 0.000
H -8.88141 1.32661 -0.96327 0.3 0.3 0.0 0.000
H -3.44056 -5.57299 6.69994 -0.3 -0.3 0.0 0.000
H 2.64475 2.20449 -5.54211 0.2 -0.2 0.3 -0.001
H 4.34513 0.07124 0.52863 -0.2 0.3 -0.4 0.000
H 6.00652 -6.66345 -1.23064 0.1 0.0 0.0 0.000
H 3.94001 5.05901 -2.25247 -0.4 0.0 -0.1 0.000
H -0.44970 5.21860 4.08238 -0.3 -0.1 -0.3 0.000
H 5.98851 -5.30049 -2.35818 0.0 0.0 0.0 0.000
H 3.40859 -4.28538 0.76837 -0.2 -0.2 -0.1 0.000
H 3.06141 6.37084 2.42854 0.5 -0.7 0.6 0.000
H 0.63113 -1.67859 -7.92561 -0.2 -0.2 0.3 0.001
H 1.20009 5.19653 0.36288 0.2 0.0 -0.1 0.000
H -2.90205 7.81528 0.11493 -0.2 -0.1 -0.2 0.000



15
Properties=species:S:1:pos:R:3:forces:R:3:nbo_charge:R:1 method="wB97M-V/def2-TZVPD" orbital_gap_ev=9.027 lumo_energy_ev=0.512 mol_weight_g_mol=104.1 e_tot_ha=-378.9360 e_above_lowest_kcal_mol=128.7
O 0.62575 0.66476 1.60563 -0.1 0.0 -0.2 -0.623
O 1.30784 -0.21346 -1.61705 -0.1 0.2 0.3 -0.555
N -0.49766 -0.74638 -0.02918 0.3 0.3 0.1 -0.645
N 1.45374 0.59265 -0.63893 -0.3 0.0 0.0 0.003
C 0.05591 2.06674 -0.66850 0.3 -0.6 0.1 -0.584
C 0.55421 0.42147 0.42888 -0.1 -0.1 -0.3 0.676
C -0.45581 -1.90301 0.88614 0.0 0.1 0.0 -0.418
H -1.42585 -0.34394 -0.10317 0.1 0.0 0.0 0.410
H 0.51875 -2.37790 0.79474 0.0 0.0 0.0 0.224
H -1.23625 -2.61646 0.62428 0.0 0.1 0.0 0.210
H 0.11613 2.10945 -1.74969 0.0 0.0 0.0 0.215
H -0.96925 1.96930 -0.30505 0.0 0.0 0.0 0.184
H -0.06182 -0.92507 -0.97854 0.0 0.0 0.1 0.446
H 0.59814 2.85174 -0.15747 0.0 0.0 0.0 0.225
H -0.58383 -1.54991 1.90790 0.0 0.0 0.0 0.233



9
Properties=species:S:1:pos:R:3:forces:R:3:nbo_charge:R:1 method="wB97M-V/def2-TZVPD" orbital_gap_ev=8.905 lumo_energy_ev=0.281 mol_weight_g_mol=109.6 e_tot_ha=-991.6823 smiles="CN(Cl)C=S" e_above_lowest_kcal_mol=36.3
Cl -2.04474 -0.92919 0.01579 0.9 0.1 0.0 0.148
S 2.18075 -0.78167 0.00947 0.5 0.0 0.1 -0.150
N -0.40078 -0.39095 0.03090 -0.6 2.7 -0.2 -0.393
C 0.61754 -1.24003 0.03847 0.0 -0.3 0.0 -0.087
C -0.20390 1.17464 -0.02980 -0.4 -2.5 0.1 -0.406
H 0.33570 -2.28988 0.06228 -0.2 0.0 0.0 0.212
H -0.14841 1.53653 0.99086 0.0 0.0 0.0 0.217
H 0.72353 1.34516 -0.56214 0.0 0.0 0.0 0.243
H -1.05970 1.57541 -0.55582 -0.1 0.0 0.0 0.215



10
Properties=species:S:1:pos:R:3:forces:R:3:nbo_charge:R:1 method="wB97M-V/def2-TZVPD" orbital_gap_ev=10.083 lumo_energy_ev=0.333 mol_weight_g_mol=112.2 e_tot_ha=-975.4146 smiles=C[C@H](F)SS e_above_lowest_kcal_mol=9.3
S -2.15296 0.89611 -0.00043 -0.4 0.6 0.2 -0.121
S -1.43317 -0.90649 0.57775 0.5 -0.5 0.2 0.116
F 0.75447 -1.86268 -0.60487 -0.6 0.8 0.4 -0.399
C 0.93921 0.54518 -0.05776 -0.8 -0.3 0.8 -0.662
C 0.38719 -0.86444 0.38165 1.0 0.8 -3.4 0.045
H 2.07345 0.54403 -0.30493 -2.2 -0.1 0.3 0.242
H 0.21575 1.04194 -0.81525 1.8 -0.9 1.0 0.237
H 0.96202 -1.22251 1.19524 -0.2 -0.2 1.4 0.193
H 0.75718 1.06348 0.92723 0.5 0.2 -1.1 0.220
H -2.50316 0.76537 -1.29863 0.3 -0.4 0.1 0.129